Run a
20
Properties=species:S:1:pos:R:3 method="wB97M-V/def2-TZVPD" charge=0 orbital_gap_ev=11.435 lumo_energy_ha=0.015
Cl -4.96344 2.62001 4.18349
C -3.72414 2.43134 2.89346
Cl -4.41869 1.81410 1.36374
H -3.28334 3.39794 2.64956
H -2.89770 1.79290 3.20570
Cl -0.61172 1.01992 -4.25572
C 0.19337 2.07636 -3.16122
Cl 1.56906 1.21049 -2.35931
H 0.56839 2.96520 -3.66859
H -0.52589 2.46417 -2.43985
Cl -0.75704 0.62247 1.95469
C 0.27046 -0.22682 0.75145
Cl 0.36236 -1.93045 1.13085
H -0.04633 -0.09351 -0.28294
H 1.29046 0.14828 0.83516
Cl 4.72699 -2.94251 -0.68944
C 3.34224 -4.12878 -0.45400
Cl 2.65438 -4.79241 -1.99099
H 3.64887 -4.90706 0.24483
H 2.60167 -3.54163 0.08905

Run b
20
Properties=species:S:1:pos:R:3 method="wB97M-V/def2-TZVPD" charge=0 orbital_gap_ev=9.381 lumo_energy_ha=0.007
C -2.56523 -2.82401 1.16283
Cl -2.82428 -1.13616 1.80318
Cl -3.24365 -3.98874 2.25423
H -3.07157 -2.98766 0.21154
H -1.48205 -2.94561 1.15816
C 0.38603 1.46578 -2.64674
Cl 0.73411 0.18603 -1.47046
Cl 0.76026 3.07702 -1.99399
H 0.87213 1.29868 -3.60793
H -0.68183 1.39812 -2.85460
C 1.76763 2.16349 0.49523
Cl 2.55356 0.63847 1.06195
Cl 2.98874 3.28509 -0.13463
H 1.00440 1.93947 -0.25002
H 1.19880 2.61274 1.30929
C 0.42120 -0.85111 0.56070
Cl -0.27767 -2.19929 1.56949
Cl -0.32413 0.68227 1.05089
H 1.47561 -0.79350 0.83087
H 0.30792 -1.02108 -0.50999

Most favorable first, least favorable last: run a, run b

Run a
9
Properties=species:S:1:pos:R:3 method="wB97M-V/def2-TZVPD" charge=0 orbital_gap_ev=10.200 lumo_energy_ha=-0.005
C -0.48213 -0.42933 0.07820
N -1.59407 0.45535 -0.07068
O -0.51849 -1.44916 -0.50808
H 0.44016 0.52192 1.18173
H -2.21818 0.17633 -0.81843
H -2.06369 0.50932 0.82894
H 2.81087 0.43404 0.05661
H 1.43507 -0.31685 -0.14919
O 2.19046 0.09837 -0.59910

Run b
9
Properties=species:S:1:pos:R:3 method="wB97M-V/def2-TZVPD" charge=0 orbital_gap_ev=10.305 lumo_energy_ha=0.027
C 1.54150 -1.01925 -0.11386
O 1.27537 -0.78935 -1.29645
H 2.36034 -0.37307 0.29324
H 0.94391 -1.76694 0.47506
N -1.33803 0.58453 0.72658
O -0.37212 1.03020 -0.05007
H -1.68960 -0.23303 0.27369
H -2.03783 1.21111 0.83797
H -0.68354 1.35580 -1.14616

Most favorable first, least favorable last: run a, run b